{"formula": "C2H4N4O", "method": "wB97M-V/def2-TZVPD", "species": ["C", "O", "C", "N", "N", "N", "N", "H", "H", "H", "H"], "coordinates": [[-0.14617, 1.02242, 1.51135], [-0.29933, 1.25548, -0.01962], [-0.24698, 0.07526, -0.72579], [-0.98928, -0.15698, -1.75875], [-0.69410, -1.28724, -2.34115], [0.35747, -1.78249, -1.65990], [0.55268, -0.95307, -0.65691], [1.03111, 1.22844, 1.79672], [-0.43691, -0.09067, 1.73069], [-0.69801, 1.84488, 2.24060], [1.56952, -1.15603, -0.11726]], "fmax_ev_per_a": 7.40, "smiles": "COc1nnn[nH]1", "e_lumo_ha": 0.0091, "charge": 0, "e_tot_ev": -10142.8623, "homo_lumo_gap_ha": 0.3790, "multiplicity": 1}